Record 1
The following is a quantum chemistry calculation of a molecular structure, C27H35BaF2N8O4S3 at a distorted geometry, from OMol25.

```
80
Properties=species:S:1:pos:R:3:forces:R:3:lowdin_charge:R:1
Ba -0.6324 0.9277 -0.2204 0.8 -0.8 -0.7 1.704
N -3.2806 7.4675 0.3244 0.0 0.0 0.0 0.086
C -3.1124 6.1698 0.8102 0.0 -0.1 0.1 -0.320
C -3.1323 5.9240 2.1876 0.0 0.0 -0.1 -0.037
C -2.9174 4.6518 2.6768 0.0 -0.1 0.1 -0.076
C -2.6891 3.5980 1.8029 0.0 0.2 -0.2 -0.296
C -2.6755 3.8327 0.4340 0.1 0.0 -0.2 -0.061
C -2.8778 5.1081 -0.0621 0.0 0.1 0.1 -0.011
S -2.4077 1.9702 2.4059 -0.2 0.1 0.4 0.531
O -3.0324 1.8787 3.7030 0.1 0.0 0.0 -0.308
O -2.9020 1.0799 1.3610 -0.3 0.0 0.0 -0.464
N -0.8501 1.6475 2.4154 0.0 0.3 0.1 -0.252
C 0.1139 2.4859 2.8562 0.0 0.1 0.1 -0.488
N 1.3629 2.0320 2.6005 0.1 0.0 0.0 0.085
C 2.3758 2.8325 2.8856 -0.1 0.0 0.0 -0.127
C 2.1975 4.0873 3.4476 0.1 0.0 0.0 -0.073
C 0.8876 4.4342 3.7295 0.0 0.0 0.0 -0.138
N -0.1513 3.6598 3.4589 -0.1 -0.1 0.0 0.136
H -3.8314 8.0708 0.9132 0.0 0.0 0.0 0.079
H -3.5651 7.5168 -0.6408 0.0 0.0 0.0 0.084
H -3.3067 6.7431 2.8765 0.0 0.0 0.0 0.104
H -2.9217 4.4584 3.7405 0.0 0.0 0.0 0.108
H -2.5417 3.0480 -0.3080 -0.1 -0.1 0.2 0.042
H -2.8580 5.2569 -1.1351 0.0 0.0 0.0 0.114
H 3.3634 2.4470 2.6538 0.0 0.0 0.0 0.112
H 3.0244 4.7461 3.6665 0.0 0.0 0.0 0.088
H 0.6585 5.3856 4.2021 0.0 0.0 0.0 0.105
C -2.2626 -1.5002 2.9707 0.0 0.0 0.0 -0.107
O -1.3220 -1.7806 1.9521 0.1 0.0 0.0 -0.234
C -1.7499 -2.8069 1.0768 0.0 0.0 0.0 -0.189
C -2.5289 -2.2196 -0.0856 0.0 0.0 0.0 -0.188
O -1.6705 -1.5738 -1.0094 -0.1 0.1 0.0 -0.335
C -1.1635 -2.4209 -2.0250 -0.1 0.0 -0.1 -0.088
H -2.3835 -2.3720 3.6274 0.0 0.0 0.0 0.092
H -3.2363 -1.2138 2.5637 0.0 0.0 0.0 0.086
H -1.8845 -0.6538 3.5393 0.0 0.0 0.0 0.068
H -2.3640 -3.5408 1.6152 0.0 0.0 0.0 0.127
H -0.8503 -3.3131 0.7166 0.0 0.0 0.0 0.115
H -3.2067 -1.4509 0.2946 0.0 0.0 0.0 0.124
H -3.1224 -2.9847 -0.5997 0.0 0.0 0.0 0.127
H -1.9858 -2.9735 -2.4918 0.0 0.0 0.0 0.094
H -0.4250 -3.1280 -1.6327 0.0 0.0 0.0 0.087
H -0.6952 -1.7830 -2.7703 0.0 0.0 0.0 0.078
N 1.3483 -0.8596 3.4813 0.0 0.0 0.0 0.106
C 1.5526 -1.7703 2.4884 0.0 -0.1 0.0 -0.709
N 1.7326 -1.4595 1.2440 0.0 0.1 0.1 0.107
C 2.0147 -2.5758 0.4933 -0.1 0.0 0.0 -0.359
C 2.0166 -3.7576 1.1584 0.0 0.0 0.0 -0.380
S 1.7050 -3.4751 2.8352 0.0 0.0 0.0 1.003
C 2.2393 -2.3843 -0.9406 0.0 0.0 -0.1 -0.366
C 2.9320 -3.2148 -1.7575 0.0 0.0 0.0 -0.379
S 2.9015 -2.5929 -3.3713 0.0 0.0 0.0 0.998
C 1.9433 -1.2431 -2.8022 0.0 0.2 -0.2 -0.711
N 1.6817 -1.2752 -1.5302 -0.1 0.0 0.0 0.079
N 1.4640 -0.2928 -3.6411 0.1 -0.3 0.0 0.104
H 1.2372 0.0876 3.1151 0.0 0.0 0.0 0.045
H 0.6691 -1.1174 4.1789 0.0 0.0 0.0 0.086
H 2.1412 -4.7507 0.7613 0.0 0.0 0.0 0.066
H 3.4767 -4.1078 -1.5033 0.0 0.0 0.0 0.063
H 1.9074 -0.2172 -4.5412 0.0 0.0 0.0 0.082
H 1.2918 0.6135 -3.1753 0.0 0.1 0.0 0.007
F -2.0981 0.8494 -3.4085 0.0 0.0 0.1 -0.191
C -2.5792 1.5323 -2.2451 -0.1 0.1 0.1 -0.424
F -2.5832 2.9148 -2.6645 0.0 0.0 -0.1 -0.200
H -3.6604 1.3018 -2.2724 0.0 0.0 0.0 0.030
C 4.5450 3.5253 -2.5573 0.0 0.0 0.0 -0.073
C 3.2401 3.4002 -3.3559 0.0 0.0 0.0 -0.653
C 2.7266 4.8021 -3.7117 0.0 0.0 0.0 -0.070
C 3.5192 2.6232 -4.6508 0.0 0.0 0.0 -0.076
C 2.2287 2.6826 -2.5594 0.0 0.0 0.1 -0.248
C 1.3778 2.0835 -1.9086 0.0 0.3 0.2 -0.219
H 5.3091 4.0451 -3.1446 0.0 0.0 0.0 0.073
H 4.9201 2.5373 -2.2865 0.0 0.0 0.0 0.079
H 4.3720 4.0830 -1.6359 0.0 0.0 0.0 0.079
H 3.4696 5.3463 -4.3041 0.0 0.0 0.0 0.073
H 2.5178 5.3689 -2.8037 0.0 0.0 0.0 0.080
H 1.8004 4.7322 -4.2829 0.0 0.0 0.0 0.083
H 4.2532 3.1511 -5.2678 0.0 0.0 0.0 0.074
H 2.5998 2.5040 -5.2269 0.0 0.0 0.0 0.081
H 3.9126 1.6310 -4.4188 0.0 0.0 0.0 0.073
```
Positions in Å, forces in eV/Å.

Values from the calculation:
Orbital gap in eV: 6.123
Total charge: -1
Molecular weight in g mol⁻¹: 807.15
Highest occupied orbital energy in Eh: -0.14441
Energy above the lowest of the compared OMol25 structures with the same formula, charge and spin in kJ/mol: 89.2

=====

Record 2
The following is a quantum chemistry calculation of a molecular structure, C27H35BiN9SSe3Te2 at a distorted geometry, from OMol25.

```
78
Properties=species:S:1:pos:R:3:forces:R:3:lowdin_charge:R:1
Bi 0.7731 -1.1619 0.8124 -0.2 0.1 0.7 0.515
Se 2.0108 -1.9808 -1.7982 -1.1 0.1 -0.2 -0.345
Te 4.3930 -2.2454 -1.3244 0.8 -0.5 0.2 0.090
Te 3.9695 -3.4399 1.0688 0.1 0.4 0.0 0.109
Se 3.1709 -1.2695 2.0685 0.1 -0.3 0.0 -0.299
N 3.3146 1.4432 -1.1019 0.3 -1.3 -0.2 0.112
C 4.2405 1.3905 -0.0788 0.1 0.5 -1.0 -0.153
C 3.8499 2.4011 0.7064 1.3 1.0 3.6 -0.197
N 2.6734 2.9534 0.3340 0.2 1.1 0.1 0.095
C 2.3871 2.3651 -0.7839 -1.3 0.0 0.0 -0.325
C 1.1696 2.7087 -1.5330 0.8 0.3 -0.2 -0.292
N 0.9420 3.9316 -1.9696 0.2 -0.6 -0.5 0.112
C -0.1929 3.8108 -2.7301 0.4 -1.4 1.2 -0.154
C -0.6702 2.5271 -2.6600 -1.0 1.2 -0.9 -0.133
N 0.2323 1.8164 -1.9562 0.0 -0.5 1.2 0.105
H 3.1097 0.6179 -1.6237 -0.2 -0.5 -0.9 0.036
H 5.1062 0.7489 -0.0639 -0.3 -0.1 -0.1 0.080
H 4.3298 2.7515 1.6571 -0.4 -0.5 -1.1 0.116
H -0.5858 4.6180 -3.2535 -0.7 1.2 -0.7 0.067
H -1.6435 2.1886 -2.9754 0.3 -0.5 -0.1 0.098
H -0.0084 0.9622 -1.4437 0.3 0.0 -0.6 0.046
N -0.9341 5.3032 4.6053 0.2 0.0 1.8 0.172
C -1.0450 6.2173 5.6777 -0.9 0.3 -2.0 -0.151
C -1.3186 7.6032 5.6890 0.2 -1.0 -1.4 -0.025
C -1.4571 8.1616 6.9148 0.4 -0.5 0.5 -0.117
C -1.4018 7.3622 8.0507 -0.5 0.6 2.1 -0.113
C -1.2541 6.0117 8.0226 0.9 -0.8 2.4 -0.041
C -1.0149 5.4227 6.8174 0.1 0.1 -1.3 -0.282
N -0.7977 4.1304 6.4900 -0.1 -1.8 -0.9 0.177
C -0.7698 4.0601 5.1650 -0.2 0.8 2.0 -0.248
C -0.4745 2.8435 4.4167 0.2 0.1 1.0 -0.159
C -0.5367 1.5467 4.9277 -0.7 0.9 1.8 -0.003
C -0.0959 0.5055 4.1737 -0.1 -0.1 -1.1 -0.139
N 0.4989 0.6201 2.9719 -0.5 1.4 0.2 -0.034
C 0.6013 1.8855 2.5267 -0.6 -1.1 1.0 -0.126
C 0.0922 2.9828 3.2003 1.3 1.4 -2.5 -0.015
H -0.9569 5.4810 3.6379 0.0 0.4 -1.0 0.133
H -1.4321 8.2137 4.7837 0.3 -0.4 0.3 0.115
H -1.4581 9.2048 7.0016 -0.5 1.4 0.2 0.085
H -1.5135 7.7703 9.0721 0.1 0.2 -0.8 0.108
H -1.1410 5.4266 8.9766 -0.4 0.6 -1.1 0.134
H -0.9004 1.3628 5.9660 0.1 0.2 -1.1 0.132
H -0.3760 -0.4551 4.4985 0.4 -1.4 0.3 0.075
H 1.0862 2.0440 1.6129 0.7 0.1 -1.2 0.050
H 0.3020 3.9746 2.6996 -0.4 -1.2 0.7 0.139
Se -0.4479 -2.8474 2.2735 0.2 0.1 -0.7 -0.257
C -2.3446 -4.1606 -5.7815 -0.4 1.7 0.7 -0.112
C -0.8736 -3.8530 -5.8955 0.9 0.3 -0.4 -0.264
C -0.3846 -2.4045 -5.5802 -0.7 -0.4 -1.7 -0.177
C -0.9395 -1.8050 -4.3151 -0.6 0.7 1.1 -0.242
N -1.0125 -2.7158 -3.1587 0.7 -1.3 -0.4 -0.013
C -1.5389 -2.4254 -1.9567 0.2 1.8 -0.2 -0.892
S -2.0282 -0.8232 -1.5714 -0.2 -0.2 -0.2 0.524
N -1.5783 -3.3406 -0.9974 0.6 -1.1 0.6 -0.014
C -0.7977 -4.6249 -1.1275 -0.9 1.2 -0.1 -0.185
C -1.2935 -5.5860 -2.1896 0.6 0.1 -1.0 -0.217
C -0.2442 -6.6608 -2.3997 2.1 -0.3 1.7 -0.227
C 1.1091 -6.1366 -2.9941 -1.9 1.5 -1.0 -0.089
H -2.5809 -5.0873 -6.2414 -0.2 -1.0 -0.1 0.056
H -2.9939 -3.4078 -6.2484 0.2 0.0 -0.1 0.079
H -2.6025 -4.1252 -4.7144 -0.3 -0.4 -0.3 0.062
H -0.5015 -4.1583 -6.8939 -0.1 0.3 0.4 0.109
H -0.3693 -4.5004 -5.1851 0.2 -0.3 0.0 0.063
H -0.6776 -1.7421 -6.4634 0.3 -0.6 1.2 0.131
H 0.7122 -2.4057 -5.5789 -0.2 -0.1 0.2 0.106
H -1.9099 -1.3065 -4.4165 -0.3 -0.7 -0.3 0.102
H -0.3733 -0.9367 -4.0378 0.9 0.4 0.3 0.080
H -0.3968 -3.5497 -3.1606 -0.6 1.1 -0.3 0.100
H -1.7350 -2.9213 -0.0382 0.3 -1.0 -1.1 0.007
H -0.9075 -5.1285 -0.1908 0.3 -0.1 0.8 0.101
H 0.2561 -4.3917 -1.3277 -0.2 0.1 0.4 0.063
H -1.4940 -5.0836 -3.1465 -0.1 -0.2 0.3 0.079
H -2.1869 -6.0848 -1.9031 -1.0 -0.2 0.4 0.102
H -0.5797 -7.4869 -3.0123 -0.3 -0.1 -0.3 0.092
H -0.0261 -7.1312 -1.3653 -0.2 0.6 -1.4 0.133
H 0.9866 -5.8955 -4.0728 -0.2 0.1 0.5 0.070
H 1.8771 -6.8176 -3.0140 1.6 -2.3 0.2 0.029
H 1.6036 -5.2719 -2.5440 -0.6 0.2 0.3 0.052
```
Positions in Å, forces in eV/Å.

Values from the calculation:
Orbital gap in eV: 6.200
Total charge: -1
Molecular weight in g mol⁻¹: 1218.77
Highest occupied orbital energy in Eh: -0.16273
Energy above the lowest of the compared OMol25 structures with the same formula, charge and spin in kJ/mol: 16.7

=====

Record 3
The following is a quantum chemistry calculation of 3 unconnected molecules or ions with the total composition C27H35Cl4FN2O2S at a distorted geometry, from OMol25.

```
72
Properties=species:S:1:pos:R:3:forces:R:3:lowdin_charge:R:1
C 2.3216 -4.6911 1.6794 0.5 0.0 -0.3 -0.079
C 3.6224 -4.1175 0.9114 -1.0 -1.3 0.1 -0.220
O 3.9646 -2.7536 1.3278 1.5 0.9 -1.6 -0.071
C 5.0488 -2.2396 0.5631 1.8 -2.5 -2.1 -0.368
O 5.7680 -3.0342 -0.1118 -2.6 2.8 2.4 0.019
C 5.3931 -0.6695 0.4577 -1.3 -0.2 0.7 -0.083
C 4.2336 0.3000 1.0137 0.7 1.3 0.5 -0.179
C 3.4937 1.1739 -0.1390 -0.9 -1.6 -0.2 -0.148
C 1.9144 0.8473 -0.0050 -1.6 -0.9 -0.9 -0.066
C 1.2740 -0.4034 -0.6669 0.2 2.4 2.0 -0.042
C 2.2308 -1.4021 -1.5102 -1.0 1.7 -0.7 -0.095
C 2.0528 -1.0522 -3.0994 0.7 -1.0 -0.5 -0.301
C 1.9696 -2.4483 -3.8880 -0.3 -0.1 0.1 -0.068
F 0.9002 -0.2289 -3.3747 1.4 -1.3 0.4 -0.070
C -0.2888 -0.7627 -0.5705 0.3 3.5 2.1 -0.082
C -0.7360 -2.1142 -1.2881 -0.7 0.3 0.8 -0.138
C -2.2678 -2.5166 -1.0949 -3.6 -1.2 -0.5 -0.155
C -3.0673 -2.5172 0.2346 -1.6 -1.1 -3.5 -0.040
C -4.5853 -2.9532 0.2026 1.1 -0.2 -2.6 -0.059
C -5.3140 -3.4267 -1.0919 4.0 1.0 -0.4 -0.041
C -4.5029 -3.4746 -2.4218 1.9 1.3 2.3 -0.216
C -5.0836 -3.9806 -3.8370 0.9 -0.8 1.0 -0.101
C -3.0249 -3.0032 -2.3968 -1.4 -0.1 2.7 0.006
C -1.2002 0.2168 0.1931 3.8 -1.0 -1.2 0.051
C -0.5126 1.4793 0.8661 1.5 2.8 1.7 -0.201
N -1.1011 2.5228 1.6568 1.8 -1.7 -1.4 -0.306
S 0.0219 3.6905 2.2407 0.0 -4.3 -3.0 0.847
N 1.4852 3.0670 1.5436 -3.6 -3.8 -1.8 -0.246
C 1.0494 1.8653 0.8355 -0.7 -0.9 -0.5 -0.215
H 1.3577 -4.2214 1.2767 1.4 -0.5 0.8 0.068
H 2.4209 -4.5908 2.8136 -0.2 0.1 -1.6 0.083
H 2.2681 -5.8239 1.4525 0.2 1.8 0.3 0.088
H 4.4801 -4.8464 1.1329 -1.1 1.3 -0.6 0.133
H 3.3555 -4.0667 -0.2020 0.8 -0.3 1.5 0.117
H 5.5732 -0.4204 -0.6576 -0.1 -0.8 1.9 0.128
H 6.3464 -0.4870 1.0618 -1.3 -0.5 -1.0 0.127
H 4.7602 1.0767 1.6964 -1.0 -1.4 -0.9 0.116
H 3.4444 -0.2368 1.6533 1.4 0.6 -1.1 0.119
H 3.8589 0.7930 -1.1647 -0.6 0.7 1.5 0.094
H 3.7306 2.2893 -0.0950 -0.6 -1.6 0.2 0.114
H 3.3405 -1.2161 -1.2866 -1.8 -0.5 -0.1 0.098
H 1.9430 -2.5005 -1.3807 0.5 1.7 0.1 0.091
H 2.9681 -0.4683 -3.5042 -1.6 -0.8 0.8 0.149
H 2.7254 -3.1654 -3.3815 -1.0 1.2 -1.1 0.092
H 2.1702 -2.3525 -5.0241 -0.2 -0.1 2.0 0.091
H 0.9363 -2.9555 -3.7496 1.6 1.0 -0.2 0.081
H -0.0806 -2.9670 -0.8651 -1.0 1.3 -0.7 0.122
H -0.5325 -2.0203 -2.4098 -0.3 -0.1 1.6 0.095
H -2.5571 -2.1982 1.2059 -1.0 -0.5 -1.6 0.096
H -5.2286 -2.9355 1.1606 1.4 0.0 -1.7 0.088
H -6.4140 -3.7455 -1.1396 1.9 0.6 0.4 0.096
H -4.2005 -4.0376 -4.5834 -1.6 0.4 1.2 0.075
H -5.4204 -5.0825 -3.7005 0.3 1.9 -0.3 0.085
H -5.9385 -3.3411 -4.2410 1.3 -0.9 0.6 0.079
H -2.4293 -3.0404 -3.3872 -1.1 0.1 1.8 0.097
H -2.3205 0.0317 0.2639 1.8 0.5 0.0 0.083
Cl -6.0928 5.4201 -0.1227 -0.1 0.0 0.0 0.530
C -4.7559 4.9753 0.9682 0.2 -0.1 0.1 -0.670
C -3.9617 3.7927 0.4496 0.2 0.3 0.1 -0.676
Cl -4.9000 2.2799 0.4987 0.0 0.0 0.0 0.534
H -5.1763 4.7748 1.9555 0.0 -0.1 -0.2 0.068
H -4.1075 5.8509 1.0461 0.0 -0.1 -0.1 0.067
H -3.0784 3.6370 1.0738 -0.2 0.0 0.0 0.020
H -3.6279 3.9521 -0.5773 -0.2 0.0 0.1 0.073
Cl 1.1607 5.8090 3.9525 0.4 0.4 0.4 0.512
C -0.2737 6.8605 4.0472 -0.2 0.1 0.0 -0.653
C 0.0975 8.3225 4.2000 -0.1 0.0 -0.2 -0.665
Cl 0.8249 8.6683 5.7883 0.0 0.0 0.0 0.541
H -0.8939 6.5144 4.8760 0.2 0.1 0.0 0.075
H -0.8336 6.7153 3.1200 0.1 0.1 0.0 0.063
H -0.7987 8.9416 4.1211 0.0 -0.1 0.0 0.073
H 0.8001 8.6412 3.4280 0.0 -0.1 0.1 0.070
```
Positions in Å, forces in eV/Å.

Values from the calculation:
Orbital gap in eV: 7.292
Total charge: 0
Molecular weight in g mol⁻¹: 612.47
Highest occupied orbital energy in Eh: -0.30732
SMILES: CCOC(=O)CCCc1c(C[C@@H](C)F)c(Cc2cccc(C)c2)cc2nsnc12.ClCCCl.ClCCCl